Record 1
DFT (ωB97M-V/def2-TZVPD) results for a molecular structure, C8H13NO3 in a non-equilibrium geometry.

Geometry as XYZ:
```
25
Properties=species:S:1:pos:R:3:forces:R:3:nbo_charge:R:1
C 1.92581 1.01145 0.23015 1.0 0.2 -1.1 0.7571
C -2.25071 1.70491 -0.72465 -1.6 -0.1 0.8 -0.4033
C -1.76369 1.26712 0.74936 -0.1 -1.7 -3.4 -0.1901
C -0.83421 1.43896 -1.22859 0.0 -0.9 -0.1 -0.2074
C 2.03482 -2.07897 -0.05239 -0.8 -2.2 1.9 -0.1298
C 0.70621 -1.54279 0.32213 0.8 2.3 0.2 0.2518
C -0.48977 -2.36433 0.83913 1.3 3.6 -1.4 -0.6616
C 0.60124 0.37286 0.67719 2.2 -3.2 -1.1 -0.1036
N -0.50922 0.83597 0.08264 -2.8 0.8 -1.6 -0.4521
O 2.10712 0.92025 -1.13749 1.1 2.1 2.0 -0.6826
O 2.77638 1.54758 0.88657 -1.0 -0.3 0.4 -0.5484
O 1.14700 -1.67395 -1.02821 -1.4 0.0 -1.4 -0.5392
H -2.96214 1.07160 -1.30694 0.1 0.5 1.0 0.2140
H -2.63091 2.77286 -0.60967 0.6 -1.4 -0.9 0.2089
H -1.67752 2.17244 1.21951 0.6 2.2 1.9 0.1706
H -2.30261 0.55097 1.37418 0.1 -0.2 -0.3 0.1921
H -0.66773 0.83847 -2.18656 -0.4 0.4 1.5 0.1974
H -0.37641 2.36981 -1.38111 1.3 1.3 -0.3 0.1840
H 2.83477 -1.45126 0.08931 2.0 1.4 0.2 0.1792
H 2.31365 -3.16123 0.08674 -0.7 1.0 -0.5 0.1803
H -1.34895 -1.70360 0.53437 0.3 -1.0 0.9 0.2249
H -0.18143 -2.35781 1.86744 -1.0 -0.6 0.8 0.2304
H -0.51281 -3.28833 0.32725 -0.1 -1.2 -0.2 0.2268
H 0.46649 0.56859 1.68059 0.3 -0.3 2.5 0.2171
H 1.59461 0.17842 -1.31095 -1.7 -2.7 -1.7 0.4836
```
Forces are in eV/Å.

Its frontier orbital gap is 0.32692 Ha. As for the LUMO energy: 0.0276 Ha. The energy relative to the best compared isomer or geometry (same formula, charge and spin) is 493.2 kJ/mol. The net charge is 0.



Record 2
DFT (ωB97M-V/def2-TZVPD) results for 2 unconnected molecules or ions with the total composition C29H41F11N2O5P in a non-equilibrium geometry.

Geometry as XYZ:
```
89
Properties=species:S:1:pos:R:3:forces:R:3:mulliken_charge:R:1
C 2.60708 1.19358 2.15436 0.0 -0.2 0.1 -1.6430
C 2.54247 -0.17534 1.45691 -0.1 0.4 -0.4 0.0213
F 3.42801 -0.13769 0.40211 -0.5 -0.2 -0.4 -0.3170
C 1.07294 -0.58799 1.09431 1.7 0.0 0.7 -0.5140
C 0.38025 -1.29510 2.07026 -0.5 0.5 0.8 1.1684
P 1.07125 -1.74113 3.71932 1.2 -1.4 0.6 0.9478
O 1.60819 -3.07762 3.58533 0.0 -0.6 -0.5 -0.7537
O 2.21315 -0.73792 4.23299 -1.2 0.4 -0.1 -0.5812
O -0.05029 -1.68305 4.85595 0.3 1.0 -0.5 -0.5171
C -0.90365 -1.74403 1.80326 0.3 -0.5 1.1 0.1694
C -1.79025 -2.55847 2.69961 -0.6 0.0 -0.4 -1.5803
C -3.06251 -1.76082 3.12361 0.3 -0.2 0.4 -0.5288
C -2.92258 -0.77893 4.29380 -0.3 -0.3 -0.6 -0.9877
C -2.14347 0.50403 3.99655 0.1 0.0 0.3 -0.1551
N -2.87291 1.52045 3.27002 0.1 -0.3 0.3 0.3908
C -3.57389 1.44819 2.09468 0.2 -1.9 -0.7 -0.3528
C -4.05235 2.64895 1.77866 -0.5 2.3 -0.1 -0.5725
C -3.62487 3.56198 2.80221 -1.0 -0.3 -1.6 -0.8842
C -2.92533 2.81354 3.66456 0.7 1.5 1.5 -0.3228
C -1.42668 -1.44436 0.56397 -1.2 -0.9 0.4 0.6133
F -2.63224 -1.92772 0.30798 0.0 0.0 -0.3 -0.4997
C -0.78152 -0.72158 -0.35204 0.2 1.3 -1.6 -1.4077
C -1.29262 -0.34181 -1.74635 -0.2 -1.3 -0.4 1.0511
F -0.50268 -1.00942 -2.61548 0.2 0.1 -0.1 -0.2882
F -1.21667 0.97207 -1.96049 0.2 0.3 0.2 -0.1115
C -2.75294 -0.71220 -2.10876 -0.5 1.2 -0.6 0.2871
F -3.54793 -0.13599 -1.17817 -0.1 -0.4 0.3 -0.2284
F -2.96752 -2.02297 -2.21736 0.3 -0.1 0.4 -0.3271
C -3.21493 -0.05862 -3.46774 -0.7 -0.9 -0.2 0.6942
F -3.61562 1.19491 -3.26462 0.4 0.3 0.2 -0.2746
F -2.26021 -0.09666 -4.40638 0.2 0.1 0.2 -0.2592
C -4.46578 -0.81920 -4.05559 -0.2 1.2 -0.9 0.6218
F -5.02288 0.02965 -4.93862 0.1 -0.2 0.1 -0.2560
F -4.12054 -1.90268 -4.73060 0.0 -0.3 0.6 -0.2315
F -5.38246 -1.05979 -3.12452 0.3 -0.4 0.1 -0.2254
N 0.47050 -0.30849 -0.05732 0.6 0.2 0.3 1.1610
O 1.14822 0.37451 -1.01301 -0.1 0.1 -0.4 -0.3403
C 1.27324 1.80400 -0.71506 0.6 0.8 0.2 -0.4708
C 1.19414 2.66608 -1.98185 1.1 0.1 0.2 1.1137
C 2.64536 2.91858 -2.46507 -0.1 -0.1 -0.3 -1.7150
C 0.50802 4.03066 -1.76187 -0.9 0.0 -1.5 0.3551
C 0.10508 4.54487 -3.17127 -0.5 -0.8 0.3 -1.4804
C -0.78372 3.99708 -0.93692 1.0 0.7 0.6 -1.4273
H 3.20137 1.86923 1.54427 -0.2 0.0 -0.2 0.5472
H 3.13400 1.11280 3.09742 -0.1 0.0 0.1 0.3597
H 1.61106 1.60782 2.30809 0.1 0.2 0.1 0.3317
H 2.91852 -0.98612 2.07534 -0.1 0.0 0.1 1.0585
H 1.85436 -0.10089 4.86667 0.5 0.2 0.0 0.3675
H -0.12157 -0.79826 5.24170 -0.4 -0.2 0.2 0.3335
H -1.26551 -3.05834 3.50640 0.0 0.3 0.1 0.6506
H -2.17070 -3.36132 2.06073 0.1 0.0 0.0 0.4986
H -3.45206 -1.24190 2.25292 -0.1 -0.1 0.1 0.4897
H -3.81131 -2.50313 3.40118 0.0 0.0 0.0 0.4224
H -2.51365 -1.32241 5.14387 0.2 0.2 0.1 0.4804
H -3.93529 -0.49026 4.58441 0.0 0.1 0.0 0.4963
H -1.88719 0.94995 4.96145 0.0 0.1 -0.1 0.2729
H -1.19265 0.33573 3.47787 0.0 -0.3 0.0 -0.2551
H -3.70895 0.56299 1.49489 0.2 -0.2 0.3 0.3048
H -4.65163 2.92081 0.92731 0.0 -0.2 -0.1 0.5291
H -3.84244 4.61270 2.84321 0.1 0.1 0.2 0.4635
H -2.46848 3.27137 4.53184 0.2 -0.8 0.3 0.3622
H 2.27643 1.94322 -0.31962 0.0 -0.2 0.1 -0.1876
H 0.58235 2.09560 0.07747 -0.4 -0.3 -0.3 0.4042
H 0.72747 2.09405 -2.78412 -0.5 0.1 0.2 -0.0633
H 2.70689 3.78201 -3.12484 -0.1 0.0 -0.1 0.4132
H 3.00726 2.06319 -3.03711 0.2 0.0 0.2 0.3973
H 3.32912 3.12059 -1.63849 -0.1 -0.1 0.0 0.3889
H 1.22676 4.76315 -1.38653 0.0 -0.2 0.5 0.3935
H -0.31806 5.54669 -3.13745 0.3 0.1 -0.1 0.4308
H 0.89640 4.43576 -3.90914 0.1 0.4 0.0 0.3809
H -0.70585 3.88573 -3.50425 0.0 0.1 -0.1 0.3244
H -1.18440 5.01130 -0.90750 -0.2 -0.1 -0.1 0.5293
H -0.53612 3.77591 0.10579 -0.4 -0.2 0.0 0.4044
H -1.53942 3.32159 -1.33056 0.1 -0.1 0.0 0.0822
C 5.44974 -5.18757 -2.47350 -0.2 0.0 0.0 -1.0783
C 5.50785 -3.67213 -2.56026 0.1 -0.1 0.1 -0.2122
O 4.48597 -3.10516 -3.36385 0.0 0.2 -0.1 -0.4556
C 3.16013 -3.34020 -2.94335 -0.2 0.0 -0.1 -0.7508
C 2.85134 -2.78165 -1.56333 0.1 -0.1 0.3 -0.5693
H 5.43671 -5.62757 -3.47126 0.1 0.0 0.0 0.2879
H 6.31598 -5.56781 -1.93199 0.0 0.0 0.0 0.4004
H 4.55472 -5.53000 -1.95061 0.0 0.0 0.1 0.2727
H 6.44806 -3.37613 -3.02497 -0.1 0.1 -0.1 0.3710
H 5.49992 -3.22429 -1.55962 0.0 0.0 0.0 0.2053
H 2.92359 -4.40868 -2.99182 0.0 0.0 0.1 0.3677
H 2.52220 -2.84741 -3.67877 0.1 0.0 -0.1 0.3012
H 3.42232 -3.30772 -0.79525 -0.1 0.0 0.1 0.3977
H 1.79018 -2.90373 -1.32497 0.0 -0.1 -0.1 0.2344
H 3.10573 -1.72309 -1.49098 0.0 0.0 -0.1 0.2748
```
Forces are in eV/Å.

Its frontier orbital gap is 0.23938 Ha. As for the LUMO energy: -0.1723 Ha. The net charge is +1.



Record 3
DFT (ωB97M-V/def2-TZVPD) results for a single C4H7NO molecule in a non-equilibrium geometry.

Geometry as XYZ:
```
13
Properties=species:S:1:pos:R:3:forces:R:3:nbo_charge:R:1
C -1.35645 -0.38530 0.75565 0.2 0.0 0.0 -0.6250
C -0.08257 -0.05413 -0.00956 0.2 -0.5 -0.1 -0.0710
C -0.14963 0.91663 -1.17636 0.4 -0.2 -0.4 0.4174
O 0.84373 1.31489 -1.75159 -0.8 -0.2 -0.3 -0.5411
C 1.31993 0.07331 0.48370 0.3 0.5 0.4 -0.2324
N 0.97308 -1.21583 0.00108 -1.6 0.5 -0.7 -0.5420
H -2.23442 -0.42347 0.09277 0.3 0.1 0.0 0.2152
H -1.22419 -1.38665 1.16720 -0.1 0.1 0.1 0.2421
H -1.60611 0.29194 1.58134 0.2 0.0 -0.2 0.2155
H -1.12121 1.36384 -1.46584 -0.1 -0.4 0.3 0.1340
H 1.80854 0.70491 -0.25399 0.7 0.0 0.8 0.2331
H 1.56069 0.18299 1.52970 0.0 -0.1 0.2 0.1983
H 1.26860 -1.38313 -0.95408 0.3 0.2 -0.1 0.3560
```
Forces are in eV/Å.

Its frontier orbital gap is 0.38781 Ha. As for the LUMO energy: 0.0263 Ha. The structure (SMILES) is C[C@@]1(C=O)CN1. The energy relative to the best compared isomer or geometry (same formula, charge and spin) is 248.3 kJ/mol. The net charge is 0.



Record 4
DFT (ωB97M-V/def2-TZVPD) results for a molecular structure, C13H32Cl8O8 in a non-equilibrium geometry.

Geometry as XYZ:
```
61
Properties=species:S:1:pos:R:3:forces:R:3:nbo_charge:R:1
C 4.91685 -32.70490 -16.19054 -1.3 0.3 0.4 -0.2298
Cl 5.89632 -31.46219 -15.44575 0.6 -0.1 0.3 0.0553
Cl 3.68831 -31.80910 -17.13530 0.1 -0.6 -0.1 0.0336
Cl 5.79950 -33.83112 -17.13018 1.0 -0.1 -1.0 0.0880
Cl 4.10057 -33.71001 -14.98401 -0.2 0.3 0.6 0.0490
C 9.42411 -31.41940 -14.70617 -1.6 0.3 -0.9 -0.0962
C 10.14522 -31.00783 -16.00043 2.3 -0.4 1.9 -0.0937
O 11.07503 -32.06683 -16.36705 -1.2 -0.1 -1.1 -0.7369
O 10.04932 -31.54831 -13.43509 0.6 0.2 -0.8 -0.7110
H 8.93686 -32.36493 -14.94418 0.2 -0.4 -0.3 0.1685
H 8.56287 -30.76699 -14.56219 0.0 0.6 -0.2 0.1503
H 10.83031 -30.16091 -15.96198 -0.5 0.6 0.7 0.1779
H 9.40185 -30.70113 -16.73625 0.1 -1.0 -0.3 0.1985
H 11.64876 -32.25576 -15.62089 -0.1 0.2 0.2 0.4737
H 9.27141 -31.75300 -12.91111 0.4 -0.1 0.6 0.4709
C 3.03962 -29.93662 -12.25295 -0.8 0.3 0.5 -0.0914
C 3.82255 -31.18285 -12.49584 -0.4 -0.9 0.8 -0.0996
O 3.56915 -32.13060 -11.41499 0.5 0.5 -0.7 -0.7537
O 1.61233 -30.06602 -12.50732 1.1 0.2 -0.2 -0.7347
H 3.39506 -29.09840 -12.85223 -0.1 -0.1 -0.2 0.1794
H 3.23183 -29.70930 -11.20439 -0.3 0.4 0.2 0.1709
H 4.89289 -30.99842 -12.40380 0.0 0.2 -0.3 0.1825
H 3.56835 -31.55065 -13.48992 0.1 -0.4 0.1 0.1744
H 2.78645 -32.66226 -11.57726 -0.3 0.1 -0.5 0.4881
H 1.27389 -30.81570 -12.01230 0.1 -0.2 0.3 0.4723
C -0.03335 -33.36476 -13.08882 0.4 0.8 -0.6 -0.0891
C 0.35752 -34.34418 -14.17769 -0.3 0.2 -0.4 -0.0893
O 0.30232 -35.68500 -13.74668 -0.3 -0.3 0.9 -0.7369
O 0.96623 -33.31661 -12.11385 0.7 -0.3 1.6 -0.7551
H -1.04260 -33.41352 -12.68000 0.0 -0.7 0.1 0.1781
H 0.06607 -32.33590 -13.43476 -0.4 -0.1 -1.0 0.1952
H 1.38920 -34.11263 -14.44248 -0.1 0.3 -0.3 0.1730
H -0.31627 -34.21422 -15.02458 0.1 0.2 -0.3 0.1683
H 0.66948 -36.27294 -14.41084 0.0 0.2 -0.1 0.4799
H 0.97784 -34.11300 -11.57793 -0.1 -0.3 0.0 0.4828
C 7.88905 -37.70831 -18.87635 -1.2 0.7 -0.3 -0.1023
C 7.97956 -36.44213 -18.02873 0.4 -1.0 -0.6 -0.0831
O 7.66888 -36.81186 -16.70295 0.1 0.4 0.3 -0.7085
O 6.46150 -38.05964 -19.06324 1.4 0.0 0.6 -0.7506
H 8.40897 -38.46429 -18.28789 0.0 -0.2 -0.2 0.1807
H 8.34896 -37.60357 -19.85901 0.0 0.0 0.0 0.1851
H 7.35341 -35.61749 -18.36931 -0.1 -0.1 -0.3 0.1640
H 9.02182 -36.13627 -18.11946 0.1 0.3 0.5 0.1869
H 7.02209 -37.51726 -16.77834 -0.3 0.0 0.2 0.4624
H 6.40399 -38.98312 -18.80736 -0.2 -0.1 -0.2 0.4710
Cl 1.54358 -38.07928 -19.39161 0.9 0.2 0.4 -0.0553
C 3.14791 -37.82038 -18.60371 0.5 -0.6 0.6 -0.3849
C 3.64434 -36.40505 -18.57051 -0.6 0.2 -0.4 -0.3794
Cl 2.53275 -35.39390 -17.59636 0.0 0.1 -0.1 -0.0811
H 3.91357 -38.44404 -19.06515 -0.3 0.1 -0.5 0.2266
H 3.13672 -38.17060 -17.57157 -0.7 -0.1 0.0 0.2112
H 3.66396 -35.99503 -19.58027 0.2 0.2 0.2 0.2259
H 4.62053 -36.35693 -18.08797 -0.1 -0.1 -0.2 0.2343
Cl 1.06561 -28.58740 -20.81341 -0.6 0.2 -0.8 -0.0398
C 0.55996 -28.85307 -19.14871 1.7 0.7 0.9 -0.4050
C 1.47032 -29.92040 -18.56693 -1.1 -0.9 0.5 -0.3853
Cl 1.26270 -31.45409 -19.47179 0.1 -0.2 -0.1 -0.0691
H -0.50178 -28.98590 -18.94100 0.1 -0.4 -0.7 0.2310
H 0.87350 -27.93038 -18.66042 -0.3 0.1 0.2 0.2218
H 1.11074 -30.18909 -17.57366 0.2 0.3 0.2 0.2236
H 2.53570 -29.69668 -18.51205 -0.3 0.3 -0.4 0.2266
```
Forces are in eV/Å.

Its frontier orbital gap is 0.37226 Ha. As for the LUMO energy: 0.0068 Ha. The net charge is 0.



Record 5
DFT (ωB97M-V/def2-TZVPD) results for 3 unconnected molecules or ions with the total composition C2H11N2O2 in a non-equilibrium geometry.

Geometry as XYZ:
```
17
Properties=species:S:1:pos:R:3:forces:R:3:mulliken_spin:R:1
C 0.07432 2.18972 0.90854 0.3 -1.5 0.1 0.0328
N 0.78895 -0.18644 -1.89510 0.5 -2.0 0.3 0.0243
C 0.18491 0.86466 -1.23569 -0.6 1.2 -4.9 0.6653
N 0.28319 1.01176 0.04803 1.6 -1.8 5.7 0.2060
H -0.48401 1.77800 1.84808 1.3 1.2 -1.4 -0.0021
H -0.68315 2.70556 0.30774 0.5 1.0 0.6 0.0209
H 1.11635 2.74604 1.14818 -2.6 -0.8 -0.5 -0.0065
H 0.60642 -1.15362 -1.63410 -0.3 0.3 0.5 0.0420
H 1.22187 -0.25208 -2.79866 -0.1 1.2 -0.1 0.0096
H -0.59045 1.42383 -1.73963 -0.3 0.2 -0.2 0.0320
H 0.78289 0.21056 0.48226 -0.4 1.1 -0.3 -0.0272
H -3.86145 -2.24798 0.92378 -0.1 0.4 0.6 0.0001
H -4.00470 -3.32671 -0.11666 0.6 0.8 0.0 0.0001
O -3.49559 -2.51118 0.08675 -0.5 -1.1 -0.6 0.0003
H 3.40738 -1.17662 0.94409 -0.6 -0.1 -0.4 0.0001
H 2.22269 -0.90509 1.82841 0.0 -0.4 -1.2 0.0003
O 2.43038 -1.17041 0.89399 0.6 0.4 1.8 0.0020
```
Forces are in eV/Å.

Its frontier orbital gap (spin up / spin down) is 0.19250 / 0.33273 Ha. As for the multiplicity: 2. As for the LUMO energy (spin up / spin down): 0.0262 / 0.0249 Ha. The energy relative to the best compared isomer or geometry (same formula, charge and spin) is 142.2 kJ/mol. The net charge is 0.



Record 6
DFT (ωB97M-V/def2-TZVPD) results for 2 unconnected molecules or ions with the total composition C4H11NO2 in a non-equilibrium geometry.

Geometry as XYZ:
```
18
Properties=species:S:1:pos:R:3:forces:R:3:nbo_charge:R:1
C -0.29746 -1.65366 -0.78561 2.5 -1.4 1.5 -0.4392
N 0.12307 -0.30974 -1.34722 -1.6 -1.8 -1.2 -0.6317
C -0.42357 0.91487 -0.80222 -3.0 -2.1 5.0 -0.1426
C -1.75159 0.71438 0.18796 4.3 -4.2 0.2 -0.6401
C 0.66975 1.40108 0.15934 0.4 0.7 -1.8 0.4265
O 1.64246 1.81110 -0.42072 0.6 0.4 1.6 -0.5027
H 0.71974 -2.22518 -0.50029 -2.3 1.3 -0.3 0.1963
H -0.98520 -1.74738 0.11316 1.1 0.7 -1.1 0.2113
H -0.72198 -2.32845 -1.52372 -0.2 0.4 -0.5 0.1888
H -0.11257 -0.42564 -2.34226 0.3 0.7 0.6 0.3713
H -0.95046 1.56771 -1.42340 0.9 1.5 -1.8 0.2265
H -2.47440 1.41178 0.12666 -2.0 2.8 0.1 0.2035
H -2.19717 -0.24412 -0.02683 -0.5 -0.2 -0.6 0.2082
H -1.33867 0.44896 1.19597 -0.7 1.0 -0.4 0.2017
H 0.57460 1.27398 1.30482 0.1 0.2 -1.4 0.1183
O 0.40757 -1.85102 2.23781 0.4 0.0 -3.4 -0.9501
H 1.18367 -1.39628 2.49414 0.9 0.5 1.0 0.4801
H -0.14213 -2.10784 2.91878 -1.2 -0.5 2.6 0.4739
```
Forces are in eV/Å.

Its frontier orbital gap is 0.33960 Ha. As for the LUMO energy: 0.0232 Ha. The structure (SMILES) is CN[C@@H](C)C=O.O. The energy relative to the best compared isomer or geometry (same formula, charge and spin) is 362.9 kJ/mol. The net charge is 0.



Ordered DFT total energy results: -16134.8434, -83129.3375, -7797.0705, -130555.9659, -9324.4731, -9908.4807; unit eV.